Entry 1:
{"formula": "C39H27F5N11O6RbS3", "method": "wB97M-V/def2-TZVPD", "e_lumo_ev": 2.9, "charge": -2, "elements": ["Rb", "F", "C", "C", "F", "C", "F", "C", "S", "C", "F", "C", "F", "S", "C", "N", "N", "C", "C", "C", "C", "C", "C", "N", "N", "C", "C", "C", "C", "C", "C", "H", "H", "H", "H", "H", "H", "H", "H", "H", "H", "H", "S", "C", "N", "C", "C", "N", "H", "H", "H", "H", "H", "H", "N", "C", "C", "C", "C", "C", "C", "C", "N", "C", "C", "N", "C", "H", "H", "H", "H", "H", "H", "H", "O", "C", "O", "C", "C", "C", "C", "C", "C", "N", "O", "O", "N", "O", "O", "H", "H", "H"], "xyz": [[0.1248, 0.6411, 1.2906], [6.8238, 2.1750, 1.0595], [5.6335, 2.7465, 1.3182], [4.5016, 1.9684, 1.5358], [4.5908, 0.6293, 1.5124], [3.2906, 2.5686, 1.8231], [2.2537, 1.7551, 2.0744], [3.1520, 3.9606, 1.8734], [1.6314, 4.7588, 2.1524], [4.3126, 4.7218, 1.6770], [4.2373, 6.0577, 1.7510], [5.5350, 4.1317, 1.4044], [6.6382, 4.8841, 1.2408], [-2.5162, -1.5913, 0.6115], [-1.4528, -2.9058, 0.8649], [-1.9484, -4.0596, 1.2260], [-1.1269, -5.0910, 1.4932], [-1.6105, -6.3650, 1.5357], [-2.9836, -6.6064, 1.6919], [-3.4584, -7.8971, 1.7462], [-2.5919, -8.9767, 1.6385], [-1.2327, -8.7454, 1.4890], [-0.7382, -7.4584, 1.4466], [-0.1716, -2.6217, 0.5173], [0.7997, -3.2716, 1.0604], [2.0715, -2.9485, 0.6166], [3.1386, -3.6822, 1.1494], [4.4378, -3.3672, 0.8057], [4.6995, -2.3252, -0.0708], [3.6456, -1.6145, -0.6257], [2.3438, -1.9255, -0.3014], [-0.1171, -4.9208, 1.4123], [-3.6423, -5.7558, 1.7594], [-4.5197, -8.0686, 1.8654], [-2.9767, -9.9862, 1.6613], [-0.5558, -9.5839, 1.3884], [0.3217, -7.2853, 1.3188], [2.9321, -4.4851, 1.8426], [5.2595, -3.9250, 1.2336], [5.7189, -2.0610, -0.3116], [3.8402, -0.8089, -1.3178], [1.5206, -1.3810, -0.7391], [-0.0266, -0.2561, 5.5622], [-1.4995, -0.0034, 4.8517], [-1.9677, 1.1406, 4.3471], [-3.2838, 0.9533, 3.7669], [-3.5695, -0.5439, 3.9753], [-2.4877, -0.9430, 4.8567], [-1.3659, 1.8473, 3.9001], [-3.2833, 1.2507, 2.7161], [-4.0021, 1.5866, 4.2978], [-3.5445, -1.1001, 3.0292], [-4.5322, -0.7140, 4.4645], [-2.2301, -1.9123, 4.9417], [-4.7023, -0.7637, -8.8108], [-4.0099, -0.5564, -7.9164], [-3.1401, -0.2985, -6.8427], [-3.5858, -0.3646, -5.5178], [-2.7193, -0.1061, -4.4806], [-1.3819, 0.2207, -4.7306], [-0.9436, 0.2820, -6.0579], [-1.8050, 0.0303, -7.0999], [-0.5029, 0.4799, -3.6866], [0.7953, 0.9347, -3.7910], [1.2667, 1.0493, -2.5233], [0.2982, 0.6781, -1.6358], [-0.7373, 0.3465, -2.3447], [-4.6166, -0.6167, -5.3144], [-3.0854, -0.1568, -3.4698], [0.0808, 0.5260, -6.2830], [-1.4573, 0.0844, -8.1225], [1.2691, 1.1517, -4.7237], [2.2256, 1.3872, -2.1853], [-1.6497, -0.0191, -1.9191], [-2.7076, 3.4893, 1.8964], [-1.4793, 3.4444, 1.8218], [-0.7165, 2.6511, 2.4313], [-0.7682, 4.4350, 0.9037], [0.6240, 4.1112, 0.5808], [1.1440, 4.8076, -0.5965], [0.6015, 6.0231, -0.9819], [-0.5555, 6.4796, -0.3720], [-1.2849, 5.6161, 0.5119], [-1.0581, 7.7422, -0.6928], [-2.0853, 8.1328, -0.1379], [-0.4527, 8.4340, -1.5158], [2.1954, 4.2504, -1.2871], [2.6989, 3.1948, -0.8486], [2.6061, 4.7709, -2.3291], [0.8343, 3.0488, 0.6013], [1.0653, 6.5914, -1.7741], [-2.2792, 5.9031, 0.8161]], "forces_ev_per_a": [[-0.44, -1.66, -0.38], [-0.29, 0.06, 0.07], [-0.17, 0.22, 0.03], [0.13, 0.00, 0.09], [0.09, 0.16, -0.08], [0.52, 0.49, 0.22], [0.65, 0.49, 0.08], [0.55, -0.18, 0.05], [-0.38, -0.13, -0.02], [-0.38, -0.37, 0.04], [0.25, -0.21, -0.08], [0.09, -0.15, 0.03], [-0.14, -0.11, -0.03], [-0.43, 0.92, -0.10], [-1.90, -0.77, 0.41], [0.05, 0.13, -0.02], [1.34, 0.29, -0.08], [-0.38, -0.39, 0.05], [0.09, 0.23, -0.06], [0.07, -0.13, -0.04], [-0.10, -0.22, 0.00], [-0.09, -0.12, 0.03], [0.01, 0.23, -0.01], [3.72, -0.56, 0.06], [-2.73, 0.06, -0.08], [1.23, 0.48, -0.54], [-0.47, 0.16, -0.03], [0.24, 0.05, -0.08], [0.03, -0.06, 0.04], [0.12, 0.00, -0.12], [-0.28, -0.13, 0.19], [-0.45, -0.16, 0.14], [-0.07, 0.06, -0.01], [-0.07, 0.00, 0.01], [0.00, -0.09, 0.02], [0.07, -0.01, 0.03], [0.09, 0.04, -0.02], [-0.09, -0.01, 0.09], [0.02, -0.05, 0.04], [0.07, 0.01, -0.03], [0.03, 0.11, -0.06], [-0.07, 0.07, -0.01], [1.01, -0.14, 0.04], [-0.40, 0.02, 0.67], [0.10, -0.22, -0.40], [-0.51, 0.12, -0.15], [-0.47, -0.13, -0.23], [0.00, 0.06, -0.20], [0.04, -0.13, 0.15], [-0.05, 0.01, 0.13], [-0.03, -0.06, -0.13], [0.02, 0.12, 0.16], [-0.02, 0.06, -0.08], [0.18, 0.15, 0.04], [-0.07, -0.02, -0.05], [-0.66, -0.19, -0.80], [0.80, 0.23, 0.91], [0.09, 0.00, -0.40], [0.24, 0.06, 0.14], [-0.54, -0.17, -0.62], [0.13, 0.04, 0.25], [-0.42, -0.10, 0.04], [0.17, 0.08, 0.34], [0.53, 0.13, 0.06], [0.12, 0.01, -0.52], [-0.18, -0.08, 0.34], [-0.19, -0.09, 0.20], [-0.02, 0.00, 0.03], [-0.04, -0.01, 0.16], [0.10, 0.02, 0.02], [0.02, 0.00, 0.01], [0.04, 0.06, -0.17], [0.19, 0.18, -0.02], [-0.29, -0.17, 0.07], [-0.52, 0.13, 0.03], [-0.42, 0.98, -0.41], [0.18, 0.26, 0.64], [-0.34, 0.05, 0.18], [0.92, 0.11, 0.61], [-0.96, 0.27, 0.08], [-0.07, 0.05, -0.14], [0.66, -0.90, 0.16], [-0.17, -0.31, 0.11], [-0.15, 0.68, -0.27], [-0.04, -0.01, -0.01], [-0.03, 0.12, -0.05], [0.41, -0.33, -0.48], [0.04, 0.06, -0.15], [0.13, 0.07, -0.09], [0.02, 0.24, -0.16], [0.01, 0.03, 0.05], [-0.08, -0.07, 0.05]]}

***

Entry 2:
{"formula": "C39H28ClMnN10O2P", "method": "wB97M-V/def2-TZVPD", "spin_multiplicity": 2, "e_lumo_ev": [-1.4, -1.4], "charge": 0, "elements": ["Mn", "C", "C", "N", "C", "C", "N", "C", "C", "C", "C", "C", "N", "C", "C", "N", "C", "C", "N", "C", "C", "C", "N", "C", "C", "H", "H", "H", "H", "H", "H", "H", "H", "H", "H", "H", "H", "O", "C", "O", "C", "P", "C", "C", "C", "C", "C", "C", "C", "C", "C", "C", "C", "C", "H", "H", "H", "H", "H", "H", "H", "H", "H", "H", "H", "H", "Cl", "C", "C", "C", "C", "N", "C", "H", "H", "H", "H", "N", "C", "N", "C", "N"], "xyz": [[-0.3500, -0.1004, -0.8166], [-0.3719, -4.3126, 0.2060], [-0.8123, -3.0133, -0.0161], [-0.0393, -1.9592, 0.2502], [1.1528, -2.2129, 0.8194], [1.5887, -3.5193, 0.9982], [0.8399, -4.5663, 0.6820], [1.9336, -1.0238, 1.2188], [3.0888, -1.1379, 1.9804], [3.8116, 0.0037, 2.3051], [3.2973, 1.2196, 1.8697], [2.1072, 1.2606, 1.1554], [1.4391, 0.1532, 0.8170], [1.4908, 2.5550, 0.7745], [2.2145, 3.7422, 0.7014], [1.6353, 4.9010, 0.4167], [0.3276, 4.8711, 0.2030], [-0.3993, 3.6865, 0.2508], [0.1819, 2.5303, 0.5329], [5.0675, -0.0718, 3.0952], [5.7377, -1.2775, 3.2873], [6.9085, -1.2940, 4.0282], [7.4502, -0.2143, 4.5804], [6.8121, 0.9360, 4.3968], [5.6363, 1.0603, 3.6742], [-1.0098, -5.1475, -0.0553], [-1.7853, -2.8263, -0.4387], [2.5747, -3.7355, 1.3878], [3.3999, -2.1067, 2.3350], [3.7985, 2.1445, 2.1045], [3.2878, 3.7633, 0.8437], [-0.1642, 5.8083, -0.0246], [-1.4607, 3.6846, 0.0431], [5.3848, -2.2040, 2.8590], [7.4377, -2.2279, 4.1799], [7.2604, 1.8114, 4.8530], [5.1788, 2.0352, 3.5965], [-2.1780, 3.1037, -2.5392], [-1.9475, 2.0500, -1.9713], [-0.7943, 1.4735, -1.9270], [-3.1045, 1.3213, -1.2644], [-2.4537, 0.2605, 0.0644], [-3.7270, -0.9986, 0.4016], [-4.9246, -1.0896, -0.3005], [-5.8459, -2.0809, 0.0096], [-5.5832, -2.9844, 1.0254], [-4.3960, -2.8951, 1.7404], [-3.4755, -1.9108, 1.4280], [-2.5688, 1.2642, 1.5867], [-1.5305, 1.2062, 2.5096], [-1.6016, 1.9175, 3.6986], [-2.7145, 2.6969, 3.9726], [-3.7622, 2.7534, 3.0625], [-3.6914, 2.0360, 1.8794], [-3.5718, 0.6862, -2.0218], [-3.8465, 2.0472, -0.9349], [-5.1469, -0.3928, -1.0972], [-6.7691, -2.1463, -0.5505], [-6.3009, -3.7587, 1.2605], [-4.1876, -3.5964, 2.5376], [-2.5527, -1.8418, 1.9942], [-0.6556, 0.6074, 2.2852], [-0.7839, 1.8683, 4.4065], [-2.7708, 3.2583, 4.8961], [-4.6382, 3.3503, 3.2794], [-4.5210, 2.0765, 1.1839], [3.6155, 2.7110, -3.7015], [3.0300, 1.1650, -3.1953], [3.6584, 0.0028, -3.5995], [3.1343, -1.1985, -3.1544], [2.0245, -1.1832, -2.3312], [1.4252, -0.0551, -1.9367], [1.9134, 1.1072, -2.3781], [4.5222, 0.0412, -4.2480], [3.5752, -2.1399, -3.4487], [1.5789, -2.1041, -1.9805], [1.3824, 2.0003, -2.0908], [-0.9880, -1.3464, -2.2887], [-1.6623, -2.1290, -2.8318], [-2.3983, -3.0041, -3.4109], [-2.5327, -4.1229, -2.7149], [-2.6644, -5.1088, -2.1203]], "forces_ev_per_a": [[0.36, -0.26, 0.08], [-0.07, -0.02, 0.01], [0.18, 0.07, 0.10], [0.28, -0.23, -0.29], [-0.27, 0.15, -0.03], [-0.07, 0.09, 0.08], [-0.01, -0.13, 0.01], [0.04, 0.13, -0.09], [-0.04, 0.15, -0.04], [-0.05, -0.01, -0.03], [-0.03, -0.06, -0.01], [-0.02, -0.14, -0.02], [-0.10, 0.00, 0.09], [-0.08, 0.08, 0.00], [0.00, -0.09, -0.08], [0.03, 0.05, 0.00], [-0.11, -0.01, -0.02], [0.11, -0.01, -0.02], [0.10, 0.12, -0.09], [0.08, 0.02, 0.05], [0.02, 0.08, -0.02], [0.00, -0.05, -0.01], [0.05, -0.01, 0.03], [-0.01, 0.06, 0.01], [-0.03, -0.09, 0.04], [-0.01, 0.01, -0.01], [0.00, -0.02, 0.00], [0.01, 0.02, 0.01], [0.02, -0.01, 0.00], [0.01, 0.01, 0.01], [0.02, 0.00, 0.01], [0.01, 0.01, -0.01], [-0.05, -0.03, 0.01], [-0.02, 0.00, -0.03], [0.00, 0.00, 0.00], [0.00, 0.00, 0.00], [-0.03, 0.01, -0.01], [-0.01, 0.01, 0.10], [0.01, 0.10, -0.08], [0.10, -0.08, 0.20], [-0.09, 0.00, -0.03], [-0.07, 0.16, 0.19], [-0.02, -0.03, -0.03], [0.08, 0.00, -0.04], [-0.01, -0.01, -0.01], [-0.02, -0.01, 0.01], [-0.01, -0.01, 0.00], [-0.01, 0.05, 0.04], [-0.09, -0.02, 0.02], [-0.01, -0.09, 0.07], [0.02, -0.02, -0.01], [-0.03, 0.03, 0.01], [0.00, 0.01, 0.03], [0.02, -0.01, -0.04], [0.07, -0.03, 0.01], [-0.02, -0.02, -0.05], [-0.01, 0.00, -0.01], [-0.01, 0.00, 0.00], [0.00, -0.01, 0.00], [0.01, -0.01, 0.01], [0.01, 0.01, 0.01], [-0.03, 0.01, 0.00], [0.00, -0.01, 0.02], [0.00, 0.00, 0.01], [0.00, 0.02, 0.00], [-0.02, -0.01, -0.01], [0.01, 0.00, 0.00], [-0.01, 0.06, 0.03], [-0.01, 0.00, 0.01], [0.02, -0.01, 0.00], [-0.06, 0.03, 0.11], [0.18, -0.06, -0.36], [0.07, -0.18, 0.10], [0.01, 0.01, 0.00], [0.00, -0.02, 0.00], [-0.02, -0.03, -0.03], [-0.08, 0.08, 0.01], [-0.32, 0.21, -0.04], [0.21, 0.29, 0.23], [-0.08, -0.05, -0.24], [-0.10, -0.20, 0.02], [-0.01, -0.04, 0.05]]}

***

Entry 3:
{"formula": "C39H29N2O11PS3Ta", "method": "wB97M-V/def2-TZVPD", "e_lumo_ev": -3.5, "charge": 1, "elements": ["Ta", "O", "S", "O", "O", "C", "C", "C", "C", "C", "C", "P", "C", "C", "C", "C", "C", "C", "C", "C", "C", "C", "C", "C", "H", "H", "H", "H", "H", "H", "H", "H", "H", "H", "H", "H", "H", "H", "O", "S", "O", "O", "C", "C", "C", "C", "C", "C", "S", "O", "O", "O", "H", "H", "H", "H", "O", "C", "N", "C", "C", "O", "N", "C", "C", "C", "C", "C", "C", "C", "C", "C", "C", "C", "C", "H", "H", "H", "H", "H", "H", "H", "H", "H", "H", "H"], "xyz": [[-0.0636, -0.2545, -1.4229], [-0.0997, 1.1966, -2.8918], [0.3671, 2.4479, -2.1232], [1.4944, 3.1037, -2.6650], [0.4827, 1.8454, -0.7508], [-1.0019, 3.4967, -1.9504], [-0.9985, 4.7597, -2.5133], [-2.0649, 5.6014, -2.2326], [-3.0885, 5.1672, -1.4019], [-3.0804, 3.8859, -0.8608], [-2.0261, 3.0228, -1.1234], [-2.0881, 1.2802, -0.5074], [-3.8168, 0.9580, -0.9248], [-4.7895, 0.6634, 0.0222], [-6.1083, 0.4923, -0.3782], [-6.4548, 0.6240, -1.7137], [-5.4850, 0.9348, -2.6593], [-4.1694, 1.0989, -2.2680], [-1.8937, 1.3703, 1.2892], [-2.1549, 0.2533, 2.0852], [-1.9314, 0.3117, 3.4515], [-1.4336, 1.4703, 4.0311], [-1.1536, 2.5748, 3.2398], [-1.3785, 2.5256, 1.8731], [-0.1713, 5.0737, -3.1352], [-2.0922, 6.5975, -2.6519], [-3.9124, 5.8308, -1.1755], [-3.9046, 3.5610, -0.2387], [-4.5360, 0.5780, 1.0695], [-6.8640, 0.2631, 0.3613], [-7.4839, 0.4916, -2.0205], [-5.7542, 1.0427, -3.7014], [-3.4173, 1.3352, -3.0128], [-2.5188, -0.6645, 1.6456], [-2.1416, -0.5555, 4.0629], [-1.2592, 1.5099, 5.0981], [-0.7586, 3.4786, 3.6842], [-1.1486, 3.3949, 1.2695], [-1.6251, -0.9413, -2.6173], [-2.4092, -1.9123, -1.7185], [-3.8194, -1.8876, -1.8441], [-1.8298, -1.5212, -0.3989], [-1.9045, -3.5164, -2.3002], [-2.9148, -4.4526, -2.4184], [-2.6438, -5.7012, -2.9739], [-1.3759, -6.0046, -3.4266], [-0.3496, -5.0705, -3.3063], [-0.6109, -3.8378, -2.7468], [0.7612, -2.7695, -2.4840], [0.6530, -1.5082, -3.2560], [1.9561, -3.5191, -2.6256], [0.4626, -2.2648, -1.0833], [-3.9142, -4.2012, -2.0970], [-3.4384, -6.4296, -3.0581], [-1.1725, -6.9711, -3.8662], [0.6564, -5.3057, -3.6236], [0.9181, -0.3134, 0.5038], [2.0580, -0.1658, -0.0751], [3.2575, -0.0768, 0.4611], [4.2690, 0.0532, -0.6001], [3.3680, -0.0086, -1.8712], [3.7420, 0.0096, -3.0002], [2.0422, -0.0867, -1.4184], [5.2525, -1.1010, -0.5183], [6.3302, -1.0051, 0.3574], [7.1944, -2.0759, 0.5204], [6.9905, -3.2484, -0.1952], [5.9182, -3.3468, -1.0687], [5.0471, -2.2775, -1.2292], [4.9200, 1.4308, -0.6001], [5.9925, 1.6627, -1.4570], [6.5689, 2.9195, -1.5230], [6.0818, 3.9559, -0.7355], [5.0102, 3.7297, 0.1117], [4.4250, 2.4709, 0.1754], [3.4596, -0.2581, 1.4310], [6.5060, -0.0831, 0.8995], [8.0323, -1.9915, 1.1996], [7.6701, -4.0814, -0.0744], [5.7559, -4.2555, -1.6328], [4.2194, -2.3761, -1.9208], [6.3713, 0.8588, -2.0750], [7.4020, 3.0913, -2.1912], [6.5381, 4.9355, -0.7858], [4.6235, 4.5311, 0.7276], [3.5812, 2.3132, 0.8347]], "forces_ev_per_a": [[-0.05, -0.31, 0.04], [0.20, 0.29, 0.02], [0.10, -0.53, 0.19], [-0.05, 0.06, -0.10], [0.19, 0.10, -0.35], [-0.18, -0.08, 0.11], [-0.04, 0.01, 0.02], [-0.05, 0.00, 0.03], [0.02, 0.01, -0.01], [0.00, 0.05, -0.02], [0.13, -0.04, -0.12], [-0.18, 0.51, 0.15], [0.00, -0.07, 0.07], [-0.02, -0.02, -0.02], [0.01, 0.00, 0.01], [0.01, 0.01, 0.01], [0.02, -0.03, 0.01], [-0.03, -0.03, -0.03], [0.04, 0.09, -0.04], [0.00, -0.03, 0.00], [0.00, 0.01, 0.00], [0.01, 0.01, -0.02], [0.00, -0.03, 0.02], [-0.01, 0.09, 0.01], [0.00, 0.00, 0.00], [0.01, 0.00, -0.01], [0.00, 0.00, 0.00], [0.00, -0.01, 0.00], [0.03, -0.01, 0.02], [-0.01, 0.00, -0.01], [0.00, 0.00, 0.00], [0.00, 0.00, 0.00], [0.03, -0.01, 0.01], [-0.01, 0.01, -0.01], [0.00, 0.00, 0.00], [0.00, 0.00, 0.00], [0.00, 0.00, 0.00], [-0.01, -0.04, -0.01], [-1.14, -0.47, 0.32], [0.63, 0.55, -0.30], [-0.05, 0.04, 0.13], [-0.05, -0.20, -0.19], [0.11, -0.05, -0.03], [0.03, -0.06, -0.03], [0.00, 0.01, 0.00], [0.00, 0.02, 0.01], [-0.09, -0.10, -0.01], [-0.14, 0.06, -0.02], [0.20, 0.40, 0.16], [0.20, -0.01, 0.11], [-0.01, -0.02, -0.06], [0.21, -0.19, -0.21], [-0.01, 0.01, 0.01], [-0.01, 0.01, 0.01], [0.02, 0.01, 0.00], [0.01, 0.01, 0.00], [-0.15, 0.05, -0.71], [-0.05, -0.02, 0.54], [-0.01, -0.04, 0.04], [0.02, 0.09, -0.03], [-0.07, -0.19, -0.13], [-0.03, 0.07, -0.01], [0.19, -0.02, 0.42], [-0.01, -0.02, -0.01], [0.02, 0.02, 0.00], [0.00, -0.03, -0.01], [0.00, 0.01, 0.00], [-0.01, 0.04, 0.03], [0.00, -0.04, -0.02], [-0.01, 0.03, 0.05], [0.01, -0.01, -0.01], [-0.01, 0.01, 0.01], [0.00, -0.01, -0.01], [0.01, -0.01, -0.01], [0.00, 0.01, 0.01], [0.01, 0.01, 0.00], [0.00, -0.01, -0.01], [0.00, 0.00, 0.00], [0.00, 0.00, 0.00], [0.00, 0.00, 0.00], [0.01, 0.02, 0.01], [-0.01, 0.00, 0.00], [0.00, 0.00, 0.00], [0.00, 0.00, 0.00], [0.00, 0.00, 0.00], [0.00, -0.01, 0.00]]}